Record 1
ORCA calculation (wB97M-V/def2-TZVPD) on an isolated ion of composition C16H20N3O and charge +1 in a non-equilibrium geometry.

Gap between HOMO and LUMO ... 0.21976 Eh
Total charge ... +1
Electronic energy ... -860.98392 a.u.
LUMO level ... -3.83 eV
2S+1 ... 1
HOMO energy ... -9.81 eV

```
40
Properties=species:S:1:pos:R:3:lowdin_charge:R:1
C 5.116 -1.527 -0.917 0.01
H 6.853 0.950 1.758 0.09
H -4.253 2.095 -0.182 0.10
C 5.828 -0.625 -0.138 0.04
N -5.092 -0.409 0.268 -0.19
C -1.169 0.785 -0.617 -0.24
H -5.182 -2.371 -0.483 0.09
H 5.942 2.215 0.941 0.11
H 6.907 -0.620 -0.161 0.13
H 1.255 -1.247 -0.880 0.13
C -3.825 -0.021 -0.025 -0.23
H -6.313 1.083 -0.576 0.10
H -6.475 -1.916 0.628 0.09
N 3.084 -0.641 -0.108 -0.05
H 3.151 -2.172 -1.505 0.15
C -6.151 0.567 0.375 -0.06
H 1.182 -0.586 0.780 0.15
C 3.755 0.231 0.656 0.03
C -2.209 1.713 -0.526 -0.02
H -1.997 2.761 -0.686 0.12
C -5.413 -1.807 0.426 -0.06
C -1.483 -0.557 -0.428 -0.03
C 1.654 -0.493 -0.202 -0.02
C 5.852 1.286 1.505 -0.02
H 5.626 -2.235 -1.550 0.13
H 3.173 0.901 1.270 0.16
H -7.076 0.070 0.652 0.09
H -4.862 -2.246 1.262 0.09
C 3.740 -1.504 -0.895 0.01
H 0.044 2.266 -1.276 0.16
C -2.773 -0.947 -0.138 -0.01
H -2.960 -1.999 -0.004 0.10
C -3.496 1.332 -0.236 -0.01
H -5.922 1.309 1.144 0.09
H -0.743 -1.333 -0.524 0.09
O 2.313 1.664 -1.006 0.07
C 5.142 0.278 0.673 -0.20
C 1.370 0.933 -0.761 -0.43
N 0.102 1.312 -0.931 0.14
H 5.303 1.506 2.416 0.09
```

Record 2
ORCA calculation (wB97M-V/def2-TZVPD) on C16H20N3SSeSiV as an isolated structure in a non-equilibrium geometry.

Gap between HOMO and LUMO (spin up / spin down) ... 0.27519 / 0.29696 Eh
Electronic energy ... -4819.11855 a.u.
LUMO level (spin up / spin down) ... -0.34 / -0.03 eV
2S+1 ... 3
HOMO energy (spin up / spin down) ... -7.83 / -8.11 eV

```
43
Properties=species:S:1:pos:R:3:lowdin_spin:R:1
C -11.084 10.217 3.618 0.00
H -10.119 7.159 8.504 0.00
H -11.426 9.292 4.072 0.00
H -6.772 12.708 5.867 0.00
H -8.239 13.224 6.762 0.00
H -7.219 4.527 8.453 0.00
H -6.380 4.670 6.948 0.00
C -11.472 12.409 2.720 0.00
C -5.775 7.201 4.678 0.00
Si -8.480 6.036 7.088 0.00
H -10.540 5.474 8.165 0.00
V -7.580 8.833 5.053 1.94
C -9.271 11.404 2.487 0.00
C -7.402 11.345 8.550 0.01
H -7.197 10.277 10.482 0.00
C -7.793 12.389 6.248 0.00
H -6.373 6.036 8.280 0.00
H -8.302 11.346 2.026 0.00
H -9.711 13.450 1.972 0.00
H -12.962 11.268 3.845 0.00
C -7.595 11.251 7.158 0.00
H -8.033 8.106 9.545 0.00
H -9.293 5.858 9.386 0.00
N -7.970 7.787 6.670 0.00
H -12.075 13.291 2.457 0.00
H -7.403 12.359 8.970 0.00
Se -5.408 8.970 4.116 -0.01
H -9.906 4.527 5.686 0.00
C -9.765 10.273 3.156 0.01
C -7.738 8.963 8.872 0.01
C -7.437 10.184 9.423 0.01
N -7.819 9.989 6.662 0.01
H -8.403 4.856 4.917 0.00
C -6.893 5.258 7.740 0.00
C -7.866 8.864 7.440 0.01
C -10.129 12.509 2.307 0.00
C -11.923 11.317 3.431 0.00
H -9.651 6.110 5.012 0.00
N -5.739 6.026 4.941 0.03
H -8.525 12.019 5.504 0.00
S -8.929 8.730 3.353 -0.03
C -9.688 6.177 8.448 0.00
C -9.140 5.323 5.583 0.00
```

Record 3
ORCA calculation (wB97M-V/def2-TZVPD) on one molecule with the formula C16H20N4O in a non-equilibrium geometry.

Gap between HOMO and LUMO ... 0.33443 Eh
Electronic energy ... -915.95193 a.u.
LUMO level ... 0.76 eV
Energy above the lowest of the compared OMol25 structures with the same formula, charge and spin ... 25.03 kcal per mole
2S+1 ... 1
HOMO energy ... -8.34 eV

```
41
Properties=species:S:1:pos:R:3:lowdin_charge:R:1
H 3.475 -0.964 -6.017 0.10
H -0.719 -1.254 4.334 0.09
H -1.902 2.810 3.673 0.10
C -1.397 -0.458 4.691 -0.05
H 0.453 1.394 5.118 0.09
C -2.446 0.687 -0.359 -0.09
C 3.511 0.399 -2.891 -0.07
C -0.950 -0.653 -3.288 0.00
N -1.525 0.580 2.444 0.12
H 4.835 0.530 -4.538 0.09
H 2.021 0.009 -1.323 0.12
H -3.109 1.254 0.298 0.11
H -2.137 1.248 2.015 0.10
C -0.923 -0.246 1.515 -0.45
C 0.285 1.221 4.046 -0.04
H 0.844 -1.823 -0.729 0.13
H 0.480 2.080 3.463 0.07
C 3.138 -0.731 -5.025 -0.08
C -2.094 1.912 4.313 -0.06
C -1.184 0.782 3.857 -0.61
O -0.009 -0.983 1.835 0.06
H -1.616 -1.198 -3.976 0.13
C -1.359 -0.177 0.151 -0.07
H -1.073 -0.271 5.715 0.08
C 1.971 -1.312 -4.513 -0.04
H -2.446 -0.784 4.595 0.09
H 0.925 0.384 3.820 0.07
C 0.205 -1.602 -2.784 -0.22
H -3.137 1.572 4.311 0.09
H 4.101 1.062 -2.240 0.11
N 0.046 -1.696 -1.314 0.12
H -1.876 2.237 5.355 0.09
C 2.337 -0.196 -2.366 -0.02
H 0.113 -2.618 -3.203 0.14
C 3.909 0.092 -4.209 -0.09
C 1.547 -1.055 -3.196 -0.19
C -0.965 -0.827 -0.963 -0.24
N -2.551 0.614 -1.658 0.08
H -0.540 0.227 -3.770 0.12
N -1.617 -0.300 -2.014 -0.08
H 1.381 -1.950 -5.173 0.11
```

Record 4
ORCA calculation (wB97M-V/def2-TZVPD) on a 2-piece molecular cluster, C16H20NO overall in a non-equilibrium geometry.

Gap between HOMO and LUMO ... 0.25583 Eh
Total charge ... +1
Electronic energy ... -751.41879 a.u.
LUMO level ... -4.33 eV
Energy above the lowest of the compared OMol25 structures with the same formula, charge and spin ... 36.41 kcal per mole
2S+1 ... 1
HOMO energy ... -11.29 eV

```
38
Properties=species:S:1:pos:R:3:lowdin_charge:R:1
H 2.347 0.579 -0.659 0.10
N -0.015 -0.459 0.924 0.09
C 1.937 -0.023 2.318 -0.02
H -4.656 -1.019 -1.593 0.13
H 0.085 -0.621 -1.246 0.15
H -0.707 -1.192 0.766 0.12
C -3.957 -0.177 -1.525 -0.01
C -2.185 1.996 -1.334 0.03
H -0.401 0.427 1.253 0.13
C -5.915 1.400 -1.611 -0.03
C -3.542 2.209 -1.498 -0.01
C 3.264 -0.331 2.626 -0.03
C -0.314 0.394 -1.112 -0.10
H -2.185 -1.438 -1.391 0.13
H 3.596 -3.249 0.915 0.12
C -1.703 0.663 -1.262 -0.20
H 3.860 0.323 3.264 0.12
H 5.895 -1.789 1.394 0.09
C 3.117 -2.353 1.312 -0.03
H 1.487 0.893 2.695 0.11
H 5.450 -2.739 2.804 0.09
C -2.601 -0.425 -1.389 0.00
H -6.105 2.475 -1.620 0.08
C 1.890 1.148 -1.481 0.02
O 0.497 1.413 -1.185 -0.05
H -6.428 0.972 -0.740 0.10
H -6.364 0.955 -2.508 0.10
H -3.924 3.225 -1.560 0.13
C 5.330 -1.763 2.330 -0.05
H 2.350 2.132 -1.576 0.11
H -1.475 2.818 -1.282 0.13
H 5.780 -1.009 2.973 0.08
C 1.199 -0.874 1.474 -0.32
C 3.877 -1.472 2.093 -0.28
C 1.781 -2.071 1.023 -0.03
H 1.968 0.582 -2.421 0.11
C -4.444 1.141 -1.550 -0.24
H 1.211 -2.739 0.377 0.11
```